{
  "formula": "C6H14O",
  "method": "ωB97M-V/def2-TZVPD",
  "symbols": ["O", "C", "C", "C", "C", "C", "C", "H", "H", "H", "H", "H", "H", "H", "H", "H", "H", "H", "H", "H", "H"],
  "xyz": [[-0.576, -1.449, -1.769], [0.284, -0.954, -0.772], [0.107, -1.997, -2.861], [-0.579, -0.533, 0.407], [0.155, 1.577, 1.707], [0.197, 0.048, 1.603], [0.976, 2.302, 0.641], [1.245, -0.287, 1.575], [0.683, 2.003, -0.373], [0.884, -0.113, -1.161], [2.045, 2.083, 0.757], [-0.222, -0.366, 2.527], [0.848, 3.387, 0.719], [-0.647, -2.363, -3.561], [0.995, -1.737, -0.455], [0.736, -1.249, -3.369], [-1.142, -1.421, 0.713], [-0.894, 1.904, 1.651], [0.514, 1.870, 2.702], [0.749, -2.839, -2.558], [-1.328, 0.184, 0.044]],
  "atomic_forces_ev_per_a": [[-0.1, 0.0, 0.0], [0.2, 0.1, 0.2], [0.1, -0.1, -0.3], [-0.1, 0.0, 0.0], [0.0, 0.0, 0.0], [0.0, 0.0, 0.0], [0.0, 0.0, 0.0], [-0.2, 0.0, 0.0], [0.0, 0.1, 0.2], [-0.1, -0.1, 0.0], [-0.1, 0.0, 0.0], [0.1, 0.0, -0.1], [0.0, -0.2, 0.0], [0.1, 0.0, 0.0], [-0.1, 0.1, 0.0], [-0.1, -0.1, 0.1], [0.1, 0.1, 0.0], [0.2, -0.1, 0.0], [0.0, 0.0, -0.2], [-0.1, 0.1, 0.0], [0.1, 0.0, 0.1]],
  "homo_energy_ev": -9.81,
  "smiles": "CCCCCOC",
  "gap_ev": 10.940
}

{
  "formula": "C6H14O",
  "method": "ωB97M-V/def2-TZVPD",
  "symbols": ["O", "C", "C", "C", "C", "C", "C", "H", "H", "H", "H", "H", "H", "H", "H", "H", "H", "H", "H", "H", "H"],
  "xyz": [[3.295, 0.648, -1.327], [-1.023, -0.198, 1.578], [1.295, -0.402, -0.687], [-2.401, -0.081, 2.242], [2.032, 0.148, -1.900], [-0.251, -0.415, -0.874], [-0.975, 0.425, 0.140], [-0.624, -1.421, -1.063], [-2.810, -1.001, 2.656], [-0.452, 1.387, 0.247], [-0.370, 0.097, -1.841], [-2.442, 0.660, 3.044], [3.940, 0.763, -2.021], [1.669, -1.392, -0.441], [1.516, 0.302, 0.113], [-3.153, 0.274, 1.538], [2.300, -0.585, -2.621], [-0.260, 0.232, 2.216], [-0.849, -1.253, 1.393], [1.541, 1.051, -2.262], [-1.975, 0.762, -0.128]],
  "atomic_forces_ev_per_a": [[-0.5, -0.4, 0.0], [-0.9, -0.2, -1.0], [-0.9, -0.1, -0.2], [-0.5, 0.6, 0.2], [1.5, 1.3, 2.1], [0.9, 0.7, -1.6], [0.1, 0.7, 1.7], [-0.2, -0.1, 0.5], [0.3, -0.2, 0.0], [0.2, -0.1, -0.3], [-0.4, -0.1, 0.0], [0.2, 0.0, 0.1], [0.1, 0.0, -0.3], [0.2, 0.1, 0.2], [0.2, -0.2, 0.2], [0.0, -0.1, -0.2], [-0.3, -0.6, -1.0], [0.3, -0.2, 0.0], [0.4, -0.3, 0.4], [-0.4, -0.4, -0.6], [-0.2, -0.5, -0.4]],
  "homo_energy_ev": -10.34,
  "smiles": "CCCCCCO",
  "gap_ev": 11.383
}

{
  "formula": "C6H14O",
  "method": "ωB97M-V/def2-TZVPD",
  "symbols": ["O", "C", "C", "C", "C", "C", "C", "H", "H", "H", "H", "H", "H", "H", "H", "H", "H", "H", "H", "H", "H"],
  "xyz": [[-1.630, 0.039, -1.256], [0.695, -0.742, 2.370], [-0.550, 1.223, 1.431], [-0.357, -0.468, -1.244], [-0.278, -0.282, 1.283], [0.266, -0.654, -0.079], [0.244, -0.786, -2.585], [0.495, 1.979, -1.601], [0.901, -1.816, 2.296], [-1.786, 0.502, -2.089], [-0.093, -0.084, -3.361], [0.687, 1.462, -1.094], [0.380, 1.800, 1.359], [1.249, -1.117, -0.126], [1.651, -0.211, 2.275], [-1.237, 1.585, 0.662], [0.299, -0.534, 3.369], [-1.233, -0.806, 1.428], [-0.045, -1.794, -2.894], [-0.993, 1.433, 2.412], [1.336, -0.727, -2.555]],
  "atomic_forces_ev_per_a": [[0.0, 0.1, -0.1], [0.0, 0.0, 0.1], [0.0, 0.1, 0.0], [0.2, -0.3, 0.2], [0.0, 0.0, 0.1], [-0.1, -0.1, -0.1], [0.0, 0.0, 0.0], [0.2, 0.2, 0.0], [0.0, 0.1, 0.0], [0.0, -0.2, 0.1], [0.0, -0.1, 0.2], [0.0, 0.4, -0.2], [-0.1, -0.1, 0.0], [-0.1, 0.1, 0.0], [-0.1, -0.1, 0.0], [0.1, -0.1, 0.1], [0.0, 0.0, -0.1], [0.1, 0.1, 0.0], [0.0, 0.1, -0.1], [0.1, -0.1, -0.1], [-0.2, -0.1, 0.1]],
  "homo_energy_ev": -8.48,
  "smiles": "C/C(O)=C/C(C)C.[H][H]",
  "gap_ev": 9.401
}

{
  "formula": "C6H14O",
  "method": "ωB97M-V/def2-TZVPD",
  "symbols": ["O", "C", "C", "C", "C", "C", "C", "H", "H", "H", "H", "H", "H", "H", "H", "H", "H", "H", "H", "H", "H"],
  "xyz": [[-2.906, 1.491, 2.675], [1.562, 0.201, -0.666], [0.563, -1.443, -2.321], [1.857, -1.017, -1.588], [0.218, 0.212, 0.147], [-0.932, 0.837, -0.361], [0.242, -0.530, 1.510], [2.823, -0.855, -2.098], [-0.803, 1.706, -0.972], [1.295, 1.100, -1.401], [0.602, -2.498, -2.433], [-1.909, 0.726, 0.011], [-1.933, 1.481, 2.751], [-0.115, 0.155, 2.327], [2.414, 0.437, 0.062], [-0.345, -1.248, -1.785], [2.100, -1.859, -0.965], [1.183, -0.801, 1.850], [0.369, -0.746, -3.216], [-0.346, -1.426, 1.698], [-3.146, 2.342, 2.435]],
  "atomic_forces_ev_per_a": [[1.4, -2.7, 0.8], [-1.2, 2.8, -0.2], [0.8, 2.3, -1.5], [-1.1, 0.2, 1.7], [-1.5, -0.3, -0.6], [4.0, -0.9, 1.5], [-2.2, 1.3, 0.2], [-0.9, 0.2, -0.6], [0.1, -0.2, -1.2], [1.3, -1.5, 1.4], [-0.1, -0.8, -1.2], [-0.9, -0.3, 1.0], [-0.8, 0.1, -0.1], [0.2, -0.3, -0.8], [-1.0, -0.2, -1.3], [-0.1, 0.1, 1.0], [0.2, -0.5, 0.7], [2.2, -0.4, 0.1], [0.6, -1.7, 0.6], [-0.4, -0.1, -0.8], [-0.6, 2.6, -0.7]],
  "homo_energy_ev": -8.89,
  "smiles": "C=C(C)CCC.O",
  "gap_ev": 9.690
}

{
  "formula": "C6H14O",
  "method": "ωB97M-V/def2-TZVPD",
  "symbols": ["O", "C", "C", "C", "C", "C", "C", "H", "H", "H", "H", "H", "H", "H", "H", "H", "H", "H", "H", "H", "H"],
  "xyz": [[1.616, -0.036, -1.911], [-0.732, -0.285, 1.394], [-1.422, 1.904, 0.441], [1.303, 0.933, -1.268], [-1.772, -0.309, -0.860], [-1.270, 0.398, 0.380], [2.202, -1.947, 0.475], [-1.181, -1.209, -1.062], [2.167, -2.550, -0.432], [2.299, -2.587, 1.361], [1.716, 1.128, -0.263], [-2.822, -0.606, -0.762], [-0.339, 0.216, 2.276], [0.604, 1.702, -1.654], [-0.613, -1.363, 1.355], [-1.241, 2.368, -0.538], [1.283, -1.354, 0.518], [-0.717, 2.339, 1.159], [-1.702, 0.332, -1.747], [3.055, -1.269, 0.392], [-2.434, 2.194, 0.747]],
  "atomic_forces_ev_per_a": [[-0.2, 0.5, 0.2], [0.0, 0.3, -0.3], [0.1, 0.0, 0.0], [0.2, -0.2, -0.3], [0.0, 0.0, -0.1], [0.1, -0.1, 0.2], [0.0, 0.0, 0.0], [-0.2, 0.1, 0.1], [0.0, -0.1, 0.1], [0.0, 0.2, -0.2], [0.0, -0.1, 0.0], [0.1, 0.1, 0.0], [-0.1, 0.0, -0.1], [0.1, -0.2, 0.0], [-0.2, 0.1, 0.0], [-0.1, -0.1, 0.2], [0.3, -0.2, 0.1], [-0.2, -0.1, -0.1], [0.0, -0.1, 0.2], [-0.1, -0.1, 0.1], [0.1, -0.1, -0.1]],
  "homo_energy_ev": -9.44,
  "smiles": "C=C(C)C.C=O.C",
  "gap_ev": 10.188
}

{
  "formula": "C6H14O",
  "method": "ωB97M-V/def2-TZVPD",
  "symbols": ["O", "C", "C", "C", "C", "C", "C", "H", "H", "H", "H", "H", "H", "H", "H", "H", "H", "H", "H", "H", "H"],
  "xyz": [[-0.373, -2.628, -0.096], [1.026, 3.248, -0.158], [1.276, 1.873, 0.456], [0.441, -0.525, 0.700], [0.182, 0.866, 0.107], [-0.666, -1.488, 0.435], [-1.207, -3.579, -0.453], [-0.720, -4.471, -0.817], [0.078, 3.671, 0.198], [0.089, 0.777, -0.984], [-1.673, -1.359, 0.828], [-2.195, -3.589, -0.004], [0.970, 3.186, -1.251], [1.364, -0.945, 0.282], [2.245, 1.486, 0.113], [0.607, -0.420, 1.784], [-0.787, 1.242, 0.467], [1.351, 1.963, 1.548], [-1.975, -1.994, -1.735], [1.824, 3.954, 0.097], [-1.855, -1.268, -1.518]],
  "atomic_forces_ev_per_a": [[0.4, -0.1, -0.1], [0.0, 0.1, 0.0], [0.0, 0.0, 0.0], [0.0, 0.0, 0.0], [0.0, 0.0, 0.0], [-0.2, 0.3, 0.3], [-0.2, -0.3, 0.1], [-0.1, 0.1, 0.0], [0.1, -0.1, 0.0], [0.0, 0.0, 0.1], [0.1, 0.0, -0.1], [0.1, 0.0, -0.1], [0.0, 0.0, 0.1], [-0.1, 0.1, 0.0], [-0.1, 0.0, 0.0], [0.0, 0.0, -0.1], [0.1, -0.1, 0.0], [0.0, 0.0, -0.1], [0.0, 0.2, 0.0], [-0.1, -0.1, 0.0], [0.0, -0.1, -0.1]],
  "homo_energy_ev": [-7.09, -7.28],
  "gap_ev": [8.036, 8.323]
}

{
  "formula": "C6H14O",
  "method": "ωB97M-V/def2-TZVPD",
  "symbols": ["O", "C", "C", "C", "C", "C", "C", "H", "H", "H", "H", "H", "H", "H", "H", "H", "H", "H", "H", "H", "H"],
  "xyz": [[1.629, -1.367, 0.780], [0.182, 0.515, 0.244], [1.479, -0.257, 0.073], [2.711, 0.593, -0.152], [-2.161, 0.314, 1.142], [-1.637, -0.581, -1.146], [-1.091, -0.340, 0.265], [-0.811, -1.301, 0.716], [0.112, 1.327, -0.490], [-2.486, -1.273, -1.125], [-1.988, 0.361, -1.589], [2.556, 1.372, -0.903], [-3.070, -0.296, 1.175], [0.324, 0.982, 1.231], [1.314, -0.775, -1.313], [-1.806, 0.445, 2.170], [2.938, 1.061, 0.813], [-2.438, 1.302, 0.752], [-0.885, -1.002, -1.823], [3.558, -0.039, -0.425], [1.442, -1.416, -0.579]],
  "atomic_forces_ev_per_a": [[0.0, -0.1, 0.2], [0.0, 0.0, 0.0], [0.0, 0.2, -0.1], [0.0, 0.0, 0.0], [0.0, 0.0, 0.0], [0.0, 0.0, -0.1], [0.0, 0.0, 0.0], [-0.1, 0.1, -0.1], [0.0, -0.1, 0.1], [0.1, 0.1, 0.0], [0.1, -0.1, 0.1], [0.0, -0.1, 0.1], [0.1, 0.1, 0.0], [0.0, -0.1, -0.1], [0.0, 0.0, 0.1], [0.0, 0.0, -0.2], [0.0, 0.0, -0.1], [0.0, -0.1, 0.0], [-0.1, 0.0, 0.1], [-0.1, 0.1, 0.0], [0.0, 0.0, -0.2]],
  "homo_energy_ev": -9.42,
  "gap_ev": 10.244
}

{
  "formula": "C6H14O",
  "method": "ωB97M-V/def2-TZVPD",
  "symbols": ["O", "C", "C", "C", "C", "C", "C", "H", "H", "H", "H", "H", "H", "H", "H", "H", "H", "H", "H", "H", "H"],
  "xyz": [[-1.611, 2.158, -1.682], [-0.153, 0.492, -0.772], [1.955, -1.131, 1.994], [0.130, -0.371, 0.330], [1.352, 0.008, 1.213], [-0.014, -1.848, 0.003], [-1.233, 1.425, -0.783], [2.854, -0.847, 2.538], [-1.841, 1.396, 0.158], [-0.996, -2.008, -0.395], [-0.849, 0.010, 1.270], [-1.710, 0.086, -4.970], [-1.549, 0.003, 1.672], [-1.982, -0.291, -4.395], [2.265, -1.956, 1.374], [0.234, 0.133, -1.719], [0.696, -2.050, -0.810], [2.048, 0.416, 0.486], [1.319, -1.584, 2.759], [0.170, -2.492, 0.857], [1.037, 0.811, 1.879]],
  "atomic_forces_ev_per_a": [[0.2, -0.3, 0.0], [-0.5, -0.3, 0.9], [0.3, -0.5, 0.7], [2.3, -0.5, -2.2], [-1.4, 0.1, 0.6], [0.7, 0.7, -0.1], [0.2, 1.1, 0.2], [0.1, 0.4, -0.1], [0.1, -0.1, -0.1], [-0.5, -0.2, -0.1], [-1.2, 0.0, 0.9], [0.0, 0.0, -0.1], [0.3, 0.2, 0.0], [0.0, 0.0, 0.1], [0.1, -0.2, -0.5], [-0.8, -0.5, -0.4], [0.0, -0.3, 0.2], [0.2, 0.0, 0.2], [-0.3, 0.3, -0.1], [0.1, -0.1, -0.1], [0.3, 0.3, 0.0]],
  "homo_energy_ev": -7.86,
  "gap_ev": 6.513
}

{
  "formula": "C6H14O2",
  "method": "ωB97M-V/def2-TZVPD",
  "symbols": ["O", "O", "C", "C", "C", "C", "C", "C", "H", "H", "H", "H", "H", "H", "H", "H", "H", "H", "H", "H", "H", "H"],
  "xyz": [[3.165, 1.071, -0.440], [2.545, -0.985, 0.706], [-2.060, -0.370, -0.170], [-1.071, 0.759, 1.933], [-3.044, 0.219, -1.127], [0.500, -0.748, -1.303], [-1.063, 0.533, 0.430], [-0.346, -0.679, -0.046], [-3.818, -0.510, -1.400], [-2.089, 1.088, 2.222], [-0.170, -0.709, -2.155], [1.312, -0.064, -1.060], [3.010, 1.730, 0.227], [-0.383, 1.471, 2.395], [-1.091, -0.212, 2.440], [-0.738, 1.438, -0.108], [0.984, -1.721, -1.329], [3.396, -1.416, 0.856], [-2.690, 0.533, -2.122], [2.852, 0.071, 0.145], [-3.566, 1.059, -0.663], [-0.172, -1.481, 0.663]],
  "atomic_forces_ev_per_a": [[-0.1, -0.4, -0.2], [0.2, -0.2, 0.2], [2.6, 0.6, 0.0], [-2.0, -0.3, 0.7], [-0.7, -1.0, -0.5], [-0.5, -0.8, 1.5], [1.5, 0.6, 0.9], [-2.9, -1.1, -1.0], [-0.1, 0.0, 0.1], [0.2, 0.5, -0.2], [0.4, 0.9, -0.5], [0.0, 0.6, -1.2], [0.0, 0.5, 0.4], [0.3, -0.4, -0.4], [0.8, 0.1, 0.0], [-0.5, -0.1, -0.1], [0.0, -0.1, 0.0], [-0.2, 0.1, 0.0], [0.5, 0.1, 0.4], [0.3, -0.1, -0.1], [0.1, 0.2, 0.0], [0.0, 0.4, 0.2]],
  "charge": -1,
  "homo_energy_ev": [-4.01, -4.01],
  "s_squared": 0.75,
  "gap_ev": [7.709, 7.173],
  "multiplicity": 2
}

{
  "formula": "C6H14O2",
  "method": "ωB97M-V/def2-TZVPD",
  "symbols": ["O", "O", "C", "C", "C", "C", "C", "C", "H", "H", "H", "H", "H", "H", "H", "H", "H", "H", "H", "H", "H", "H"],
  "xyz": [[2.717, 1.023, -0.204], [-0.019, -0.697, -3.060], [-2.406, 0.318, -0.174], [1.353, -1.054, 2.570], [-0.049, 0.096, 0.962], [0.571, -1.138, 1.491], [-2.915, 1.179, 0.744], [-0.902, 0.040, -0.226], [1.742, -0.077, 2.789], [1.571, -1.911, 3.148], [-0.405, 0.707, -0.930], [2.065, 0.588, -2.638], [-1.028, -0.883, -0.777], [-3.998, 1.295, 0.656], [2.578, 1.041, -1.195], [-3.001, -0.185, -0.925], [0.217, -2.009, 0.975], [2.185, 0.251, -0.003], [-2.217, 1.628, 1.455], [0.786, -1.109, -3.432], [0.640, -0.069, -2.542], [0.515, 0.967, 1.315]],
  "atomic_forces_ev_per_a": [[-0.3, 0.2, -0.1], [2.1, 0.7, 1.1], [0.2, 2.5, 2.2], [-0.2, 0.4, -0.5], [2.9, -2.5, -0.3], [-2.3, 2.0, -1.5], [0.2, -1.9, -2.0], [-1.4, 0.1, -0.8], [0.1, 0.2, 0.7], [0.7, -0.6, 0.5], [-0.3, 0.4, -0.1], [-0.1, 0.0, 0.5], [1.5, -0.9, 0.5], [0.4, 0.6, 0.8], [0.1, 0.0, 0.1], [0.0, 0.1, 0.0], [0.0, -0.7, 0.4], [0.2, -0.3, 0.0], [-0.8, 0.2, 0.0], [-0.9, -0.4, -0.5], [-1.2, -0.3, -0.9], [-1.1, 0.4, -0.1]],
  "homo_energy_ev": -6.77,
  "gap_ev": 3.245
}

{
  "formula": "C6H14O2",
  "method": "ωB97M-V/def2-TZVPD",
  "symbols": ["O", "O", "C", "C", "C", "C", "C", "C", "H", "H", "H", "H", "H", "H", "H", "H", "H", "H", "H", "H", "H", "H"],
  "xyz": [[1.803, -0.164, 4.208], [0.773, 3.402, 3.742], [-1.309, -0.594, -3.226], [-1.207, -2.081, -1.192], [-1.876, -1.841, -0.071], [0.985, 1.010, -2.032], [0.584, -0.391, -1.693], [-0.585, -0.982, -1.957], [1.769, 1.347, -1.361], [-1.117, -3.096, -1.577], [-0.698, -0.237, -4.058], [-1.899, -0.925, 0.507], [0.160, 1.696, -1.951], [1.376, 1.147, -3.039], [1.281, 3.704, 2.979], [-2.423, -2.631, 0.439], [-1.936, 0.302, -3.085], [2.086, -0.591, 5.016], [0.395, 4.202, 4.136], [1.796, 0.802, 4.203], [-1.941, -1.393, -3.602], [1.232, -0.895, -0.977]],
  "atomic_forces_ev_per_a": [[-0.3, -0.3, -1.1], [0.0, 0.2, 0.0], [-0.8, 1.3, -0.1], [0.5, 0.1, 0.2], [-0.2, -0.7, 0.7], [0.6, -0.2, -0.8], [-0.2, -0.5, 1.6], [0.7, 0.2, -1.5], [0.0, 0.0, 0.1], [-0.4, 0.1, -0.1], [0.6, -0.5, 0.2], [0.1, 0.4, -0.6], [-0.5, 0.2, 0.1], [0.1, -0.1, -0.3], [-0.1, 0.0, 0.1], [0.2, -0.2, -0.2], [-0.3, -0.4, 0.3], [0.1, 0.7, 0.3], [0.2, -0.3, -0.2], [0.2, -0.4, 0.8], [-0.1, -0.1, 0.1], [-0.2, 0.2, 0.3]],
  "homo_energy_ev": -8.58,
  "smiles": "C=C/C(C)=C/C.O.O",
  "gap_ev": 9.167
}

{
  "formula": "C6H14O2",
  "method": "ωB97M-V/def2-TZVPD",
  "symbols": ["O", "O", "C", "C", "C", "C", "C", "C", "H", "H", "H", "H", "H", "H", "H", "H", "H", "H", "H", "H", "H", "H"],
  "xyz": [[-0.475, 3.055, 2.753], [2.326, 1.022, -1.443], [-1.328, -2.304, 0.465], [-0.363, -1.636, -1.655], [-0.114, -0.136, 0.297], [-0.654, -1.389, -0.238], [-0.747, 1.127, -0.148], [1.018, -0.187, 1.069], [0.148, -0.682, -1.991], [-1.743, -2.412, 1.410], [2.298, 1.353, -2.442], [1.413, -1.129, 1.067], [-1.754, 1.329, 0.340], [-0.412, 2.196, 3.242], [-1.020, 1.019, -1.120], [3.265, 1.029, -1.125], [1.396, 0.564, 1.662], [-1.262, -1.849, -2.273], [-1.650, -3.223, 0.150], [-0.484, 2.809, 1.853], [-0.120, 2.009, -0.096], [0.262, -2.567, -1.777]],
  "atomic_forces_ev_per_a": [[0.1, -0.7, 2.4], [0.7, 1.0, -2.7], [0.7, 1.3, -0.2], [0.7, 0.0, -1.9], [2.1, 0.7, 2.2], [-1.0, -1.3, 1.2], [-1.2, 0.7, 2.8], [-4.1, -0.2, -2.3], [-0.3, -1.5, -0.4], [0.1, 1.7, 2.5], [0.6, -1.0, 3.4], [1.3, -2.3, 0.8], [1.1, -0.2, -0.1], [-0.1, 1.2, -0.7], [-0.7, -0.2, -3.2], [-1.2, 0.1, -0.9], [1.0, 1.9, 0.7], [0.4, 0.4, 0.4], [-0.3, -2.3, -2.6], [0.0, -0.5, -1.6], [0.2, 0.0, 0.2], [-0.2, 1.2, 0.0]],
  "homo_energy_ev": -8.97,
  "smiles": "C=C(C)C(=C)C.O.O",
  "gap_ev": 9.455
}

Maximum force for the records above, in order: 0.006 0.057 0.009 0.084 0.012 0.009 0.005 0.063 0.063 0.074 0.033 0.092 Eh/bohr
Energy above the lowest of the compared OMol25 structures with the same formula, charge and spin for the records above, in order: 79.71 113.54 169.17 247.49 185.66 434.78 373.95 597.40 194.12 864.20 239.80 334.38 kJ/mol